Here is the molecule C9H11NO2 at a distorted geometry from the OMol25 dataset. Energies are from ωB97M-V/def2-TZVPD.

Each line ends with the Mulliken charge.
Element x y z (Å)
1 C -1.222 -1.979 -0.497  -1.710
2 C -0.714 -0.839 0.360  1.079
3 O -0.871 -1.167 1.718  -0.609
4 C 0.658 -0.363 0.052  -0.837
5 N 1.730 -1.138 -0.255  0.011
6 C 2.838 -0.356 -0.365  -0.465
7 C 2.484 0.941 -0.114  -1.158
8 C 1.095 0.946 0.160  1.401
9 C 0.204 2.035 0.486  -0.367
10 C -1.121 1.876 0.483  -0.841
11 C -1.798 0.623 0.025  -0.314
12 O -2.118 0.648 -1.333  -0.563
13 H -2.233 -2.228 -0.190  0.405
14 H -0.600 -2.864 -0.370  0.478
15 H -1.230 -1.685 -1.542  0.328
16 H -0.521 -0.447 2.253  0.408
17 H 1.702 -2.137 -0.364  0.200
18 H 3.793 -0.773 -0.615  0.434
19 H 3.133 1.794 -0.123  0.448
20 H 0.649 2.984 0.749  0.400
21 H -1.776 2.703 0.719  0.407
22 H -2.710 0.395 0.575  0.456
23 H -1.372 1.031 -1.810  0.407

Summary:
max |F| = 0.071 Eh/bohr
gap between HOMO and LUMO = 8.827 eV
calculated total energy = -15095.4549 eV
SMILES = C[C@@]1(O)c2[nH]ccc2C=C[C@H]1O
LUMO level = 0.79 eV